Molecular formula: C21H32NO7RuS2Si2
Method: DFT, wB97M-V/def2-TZVPD

Results
2S+1 = 1
Energy relative to the best compared isomer or geometry (same formula, charge and spin) = 0.00 kJ/mol
E_tot = -2871.2182 Eh
Charge = -1
HOMO (spin up / spin down) = -4.78 / -4.78 eV

Geometry as XYZ:
```
66
C21H32NO7RuS2Si2 | the OMol25 dataset | wB97M-V/def2-TZVPD
H 2.17 -1.47 -4.03
C -0.59 -3.86 3.95
O -0.62 -0.82 2.11
C -0.13 -1.58 -2.85
H 0.40 1.15 3.08
Ru 0.14 -0.53 -0.07
H -2.10 4.11 2.17
O -1.08 -4.40 -0.96
H -0.91 4.61 0.96
H -1.43 4.34 -3.13
C -2.35 1.41 -2.26
C -1.06 4.13 -2.12
H -0.27 -3.32 4.84
H -2.82 0.80 2.30
S -0.64 -3.31 -0.13
H 3.60 -1.20 -3.02
H 5.10 1.00 0.57
N 1.80 0.58 0.36
C 0.45 1.98 -3.41
H -2.31 0.39 -1.85
Si -0.72 2.28 -1.97
H -1.19 -1.62 -2.64
H -2.60 0.22 0.67
Si -1.01 2.08 1.20
O 1.90 -0.63 -2.12
C -2.62 1.12 1.27
H -3.17 1.93 -1.74
H 0.55 0.93 -3.70
C 1.43 1.76 -0.15
C 0.58 -0.70 -1.85
O 0.76 -2.89 -0.35
O 0.70 -1.36 4.13
H 0.94 2.74 2.54
C -0.77 -3.93 1.55
H 3.29 -0.67 1.02
H -1.43 -5.52 5.03
C -1.24 -5.08 4.05
H 0.28 -2.58 -2.77
H -0.14 4.71 -1.98
H -1.76 -5.64 0.76
C -1.42 -5.15 1.66
C 3.08 0.31 0.61
C 3.71 2.47 -0.19
H -1.79 4.50 -1.41
C 0.06 2.12 2.73
O 1.62 -1.72 1.93
O -1.50 -2.10 -0.23
H 2.06 3.68 -0.88
S 0.43 -1.66 2.75
H 1.46 2.34 -3.18
H 4.46 3.22 -0.39
H -2.16 -6.69 2.97
C -0.33 -3.28 2.72
H -2.61 1.35 -3.32
H 2.48 -2.54 -2.63
H 0.08 2.53 -4.28
C 4.07 1.24 0.36
C -1.65 -5.73 2.90
C 2.38 2.74 -0.46
H -2.49 3.99 0.46
C 0.00 1.74 -0.34
C -1.68 3.87 1.19
H -3.45 1.76 0.94
H 0.00 -1.22 -3.87
C 2.56 -1.52 -3.02
H -0.51 2.58 3.54
```